This record from the Open Molecules 2025 dataset describes a molecular structure, C3H4GaO4 in a non-equilibrium geometry. The level of theory is ωB97M-V/def2-TZVPD.

Geometry as XYZ:
```
12
Properties=species:S:1:pos:R:3:mulliken_charge:R:1
O -0.0022 -0.1885 -2.0626 -0.20
C -1.2848 -0.1276 -1.7415 0.60
C 0.8220 0.3542 -1.0305 -0.34
O -2.1913 -0.6452 -2.3076 -0.27
O -1.4110 0.4653 -0.5010 -0.15
C -0.1783 0.6508 0.0478 -0.04
H 1.3031 1.2763 -1.3927 0.33
H 1.5983 -0.3752 -0.7652 0.35
H -0.1096 1.5027 0.7358 0.54
O 0.5931 -1.3279 3.2501 -0.25
H 0.9423 -0.7799 3.9527 0.41
Ga -0.0815 -0.8050 1.8147 1.02
```

Output
HOMO-LUMO gap (spin up / spin down): 8.2161 / 5.2531 eV
total charge: +2
spin multiplicity: 2
total energy: -2341.5787 hartree
LUMO (spin up / spin down): -0.459 / -0.564 hartree


This record from the Open Molecules 2025 dataset describes a molecular structure, C18H36N2O10P2Y in a non-equilibrium geometry. The level of theory is ωB97M-V/def2-TZVPD.

Geometry as XYZ:
```
69
Properties=species:S:1:pos:R:3:mulliken_charge:R:1
Y 0.4073 0.6605 -1.9139 1.27
P -0.9433 2.0964 -3.6019 0.55
O 0.1483 2.7189 -2.7129 -0.46
O -1.5741 1.2092 -2.5324 -0.39
O -0.1446 1.0543 -4.3813 -0.62
O -1.8048 3.1088 -4.3832 -1.00
P 2.5459 -0.8564 -2.7613 0.49
O 2.2243 0.6719 -3.0707 -0.28
O 1.1252 -1.0878 -3.3261 -0.49
O 2.3004 -0.3650 -1.3130 -0.32
O 3.4993 -0.6543 -3.9147 -0.63
C 1.1008 -3.5730 -0.2147 -1.78
C -0.2803 -3.7826 -0.8686 1.87
C -1.0884 -4.9598 -0.2354 -1.37
C -2.4786 -5.1695 -0.8081 -0.69
C -3.2600 -3.8524 -0.7315 -1.21
C -2.5450 -2.5991 -1.3349 1.60
N -1.1841 -2.6211 -0.7961 -0.25
O -0.5701 -1.4027 -0.7521 0.18
C -2.6382 -2.6985 -2.8907 -1.54
C -3.3879 -1.4428 -0.8437 -1.77
C 0.1498 -4.1694 -2.3527 -1.80
H 1.4790 -4.5344 0.1299 0.43
H 0.9828 -2.9672 0.6888 0.38
H 1.7286 -2.8876 -0.7824 0.24
H -0.5016 -5.8751 -0.1257 0.39
H -1.2374 -4.7783 0.8335 0.40
H -2.9452 -5.9048 -0.1451 0.45
H -2.5095 -5.7758 -1.7159 0.38
H -3.6619 -3.8363 0.2836 0.37
H -4.1978 -4.1118 -1.2313 0.34
H -2.1630 -1.8801 -3.4347 0.24
H -2.0806 -3.5550 -3.2697 0.39
H -3.6782 -2.7834 -3.2049 0.41
H -2.9234 -0.5049 -1.1564 0.26
H -4.4003 -1.4516 -1.2476 0.39
H -3.4855 -1.4017 0.2422 0.41
H 0.2177 -3.3585 -3.0791 0.32
H -0.5859 -4.8970 -2.7044 0.43
H 1.1068 -4.6848 -2.4419 0.37
C 1.6465 0.6628 3.2445 -1.72
C 1.0853 2.0616 2.9090 1.92
C 1.7165 2.9321 4.0268 -1.51
C 1.7530 4.4011 3.7800 -0.84
C 2.2417 4.7371 2.3819 -1.43
C 1.5566 3.9909 1.2448 1.86
N 1.4798 2.5189 1.5682 0.04
O 1.1644 1.6133 0.5189 -0.45
C 0.1259 4.5378 1.0181 -1.83
C 2.4133 4.2824 0.0071 -1.84
C -0.4262 2.0304 3.1457 -1.78
H 1.3457 -0.1285 2.5550 0.03
H 1.3545 0.2677 4.2181 0.42
H 2.7363 0.6423 3.2022 0.44
H 1.1630 2.6100 4.9152 0.51
H 2.6481 2.5795 4.4762 0.50
H 2.4127 4.8628 4.5200 0.36
H 0.8106 4.8704 4.0691 0.34
H 3.3236 4.7141 2.2537 0.40
H 1.8971 5.7708 2.2962 0.41
H 0.1312 5.4162 0.3689 0.55
H -0.4750 3.8411 0.4336 0.12
H -0.2742 4.9060 1.9629 0.37
H 3.3618 3.7438 0.0594 0.40
H 1.8257 3.8713 -0.8152 0.35
H 2.7369 5.3224 -0.0038 0.42
H -0.5606 1.3868 4.0168 0.55
H -0.9971 1.4883 2.3894 0.19
H -0.9439 2.9697 3.3382 0.28
```

Output
HOMO-LUMO gap (spin up / spin down): 3.3172 / 3.2972 eV
total charge: -3
spin multiplicity: 3
total energy: -2290.2778 hartree
LUMO (spin up / spin down): 0.210 / 0.210 hartree